The following is a quantum chemistry calculation of the molecule C8H14O at a distorted geometry, from the Open Molecules 2025 dataset.

Last column: natural (NBO) charge in e.
Geometry (Å):
C 2.991 0.234 0.050  -0.3709
C 1.800 0.185 -0.493  -0.2217
C -0.232 1.713 0.022  -0.4425
C -1.430 0.945 -0.495  -0.3948
C 0.520 0.346 0.309  0.2423
C -0.763 -0.447 -0.099  -0.0676
C -1.456 -1.096 1.022  -0.6476
C -0.474 -1.396 -1.356  -0.5935
O 0.856 0.162 1.659  -0.7168
H 3.944 0.140 -0.478  0.1976
H 3.163 0.218 1.117  0.2129
H 1.603 0.316 -1.602  0.2050
H 0.336 2.359 -0.613  0.2189
H -0.412 2.305 0.905  0.2082
H -2.382 0.976 -0.044  0.2048
H -1.671 1.012 -1.645  0.1977
H -1.112 -2.108 1.206  0.2276
H -2.602 -0.953 1.017  0.2154
H -1.457 -0.815 2.085  0.2242
H 0.516 -1.581 -1.318  0.2111
H -0.733 -0.789 -2.239  0.2057
H -1.192 -2.257 -1.209  0.2154
H 0.186 0.531 2.200  0.4686

Forces on atoms 1 to 2 (eV/Å):
C 1.687 -0.753 0.273
C -1.813 1.196 -1.398

Calculated values
- relative energy (zero: lowest compared OMol25 entry of this formula, charge and spin) (kJ/mol) = 228.3
- SMILES = C=C[C@@]1(O)CCC1(C)C

The following is a quantum chemistry calculation of a structure of composition C13H43HgN10O12 at a distorted geometry, from the Open Molecules 2025 dataset.

Last column: Mulliken charge in e.
Geometry (Å):
Hg -24.421 -25.725 7.416  1.2523
C -21.232 -22.531 7.508  -0.5855
C -22.136 -23.617 6.956  0.3958
O -22.876 -24.285 7.970  -0.3622
H -21.883 -21.741 7.892  0.1137
H -20.631 -22.082 6.716  -0.0104
H -20.546 -22.911 8.266  0.4174
H -21.645 -24.354 6.310  -0.3624
H -22.809 -23.105 6.250  0.4154
C -18.077 -19.889 3.592  -0.4483
C -18.682 -20.894 4.557  -0.3179
O -19.256 -20.236 5.702  -0.5198
O -19.106 -19.143 2.962  -0.5100
H -17.439 -20.352 2.834  0.3158
H -17.456 -19.175 4.134  0.2747
H -17.845 -21.492 4.925  0.3093
H -19.479 -21.482 4.108  0.1852
H -18.617 -20.161 6.415  0.2728
H -19.883 -19.661 2.744  0.2966
C -20.746 -28.147 4.592  -0.6889
C -21.816 -28.229 3.523  -0.1579
O -23.096 -28.560 4.041  -0.4841
O -20.798 -26.889 5.337  -0.4144
H -19.825 -28.064 4.013  0.3166
H -20.742 -28.952 5.324  0.4294
H -21.473 -28.957 2.784  0.3548
H -21.819 -27.288 2.963  0.1775
H -23.125 -28.276 4.957  0.2486
H -21.378 -27.090 6.077  0.1893
C -20.957 -23.997 11.364  -0.2523
C -22.257 -24.356 12.032  -0.3145
O -23.380 -24.024 11.208  -0.4388
O -20.769 -24.732 10.150  -0.5393
H -20.136 -24.305 12.014  0.3662
H -20.768 -22.946 11.140  0.0319
H -22.373 -23.837 12.982  0.3978
H -22.240 -25.434 12.221  0.2631
H -23.189 -24.446 10.365  0.1732
H -21.386 -24.479 9.454  0.0254
C -21.217 -20.144 11.989  0.6644
O -20.032 -20.287 11.768  -0.6181
N -21.727 -19.373 12.995  -0.3999
N -22.163 -20.691 11.160  -0.1813
H -22.711 -19.231 13.114  0.1589
H -21.095 -19.032 13.696  0.2347
H -23.145 -20.647 11.359  0.1552
H -21.847 -21.313 10.442  -0.0186
C -26.176 -23.322 8.174  0.8709
O -25.926 -24.163 7.250  -0.7430
N -25.230 -22.940 9.039  -0.1858
N -27.428 -22.864 8.347  -0.3966
H -24.256 -23.151 8.846  -0.0741
H -25.481 -22.312 9.783  0.1389
H -27.993 -22.866 7.512  0.2641
H -27.796 -22.725 9.271  0.2204
C -22.343 -18.200 5.995  0.5737
O -23.369 -17.565 5.806  -0.6550
N -21.890 -19.135 5.099  -0.1673
N -21.550 -18.014 7.083  -0.3592
H -22.297 -19.138 4.182  0.2121
H -20.988 -19.574 5.255  0.0687
H -20.671 -18.474 7.231  0.1544
H -21.973 -17.546 7.865  0.2159
C -19.339 -24.232 3.414  0.5631
O -18.697 -23.633 2.572  -0.6441
N -18.858 -24.590 4.652  -0.1718
N -20.622 -24.682 3.281  -0.1630
H -19.567 -25.195 5.021  0.0241
H -17.909 -24.485 4.946  0.2261
H -21.178 -24.336 2.521  0.1942
H -21.043 -25.231 4.013  -0.0234
C -25.433 -20.670 5.298  0.4608
O -26.332 -21.501 5.309  -0.6662
N -25.383 -19.622 4.418  -0.3029
N -24.347 -20.727 6.121  -0.1059
H -24.764 -18.849 4.593  0.1642
H -26.130 -19.520 3.758  0.2323
H -24.309 -21.389 6.870  -0.1472
H -23.619 -20.031 6.059  0.4103

Forces on atoms 1 to 2 (eV/Å):
Hg 0.813 1.694 0.167
C -0.127 -0.328 0.378

Calculated values
- net charge = +1

The following is a quantum chemistry calculation of the molecule C25H22N2O5S2 at a distorted geometry, from the Open Molecules 2025 dataset.

Last column: natural (NBO) charge in e.
Geometry (Å):
C 5.995 -2.260 2.021  -0.2569
O 5.147 -1.092 2.126  -0.4947
C 3.801 -1.265 2.062  0.3175
C 3.011 -0.129 1.763  -0.2313
C 1.705 -0.310 1.375  -0.2126
C 1.094 -1.579 1.412  0.1747
N -0.289 -1.692 1.157  -0.3924
C -1.160 -0.763 0.630  0.6175
N -2.401 -1.244 0.944  -0.3634
C -3.665 -0.554 1.147  -0.4177
C -2.297 -2.599 1.304  -0.0500
C -0.981 -2.898 1.388  -0.0701
C 1.838 -2.672 1.863  -0.2173
C 3.185 -2.534 2.148  -0.3023
H 7.018 -1.873 2.066  0.2078
H 5.822 -2.960 2.857  0.1771
H 5.835 -2.782 1.059  0.1874
H 3.453 0.867 1.796  0.2336
H 1.105 0.548 1.096  0.2540
H -3.580 0.452 0.756  0.2690
H -4.453 -1.100 0.629  0.2154
H -3.873 -0.542 2.221  0.2087
H -3.140 -3.203 1.566  0.2329
H -0.535 -3.808 1.713  0.2296
H 1.367 -3.619 2.055  0.2079
H 3.763 -3.414 2.425  0.2244
C 0.075 5.172 1.238  -0.1893
C -0.572 3.955 1.054  -0.2123
C -0.659 3.423 -0.232  -0.3120
C -0.083 4.079 -1.315  -0.2175
C 0.564 5.300 -1.131  -0.2037
C 0.629 5.846 0.152  -0.2179
S -0.224 3.217 -2.896  2.1785
O -1.210 3.937 -3.686  -0.9003
O 1.083 2.950 -3.422  -0.9235
C -0.864 1.678 -2.231  -0.7336
C -0.454 0.405 -2.555  -0.2646
C -1.245 -0.757 -2.521  -0.0985
C -2.630 -0.719 -2.206  -0.2425
C -3.314 -1.915 -1.962  -0.2400
C -2.625 -3.135 -2.047  -0.2016
C -1.282 -3.180 -2.433  -0.2436
C -0.621 -2.002 -2.745  -0.1792
S -1.452 1.873 -0.614  2.0185
O -0.759 0.829 0.349  -0.8290
O -2.891 1.988 -0.491  -0.9294
H 0.149 5.573 2.244  0.2196
H -0.974 3.384 1.884  0.2227
H 1.028 5.790 -1.982  0.2364
H 1.110 6.805 0.311  0.2211
H 0.511 0.346 -3.037  0.2177
H -3.166 0.245 -2.122  0.2393
H -4.393 -1.889 -1.758  0.2095
H -3.171 -4.057 -1.851  0.1995
H -0.757 -4.134 -2.540  0.2133
H 0.431 -1.983 -3.035  0.2135

Forces on atoms 1 to 2 (eV/Å):
C -0.385 0.346 0.104
O 0.315 -0.415 0.257

The following is a quantum chemistry calculation of the ion C9H11BrN3O2 with charge +1 at a distorted geometry, from the Open Molecules 2025 dataset.

Last column: natural (NBO) charge in e.
Geometry (Å):
C -0.716 0.585 -3.333  -0.1902
C 0.269 1.400 -2.881  -0.1783
C -1.533 0.001 -2.377  -0.1799
C 0.712 1.422 -1.586  -0.2045
C -1.189 0.038 -1.019  -0.2297
C -0.090 0.828 -0.639  -0.0645
C -0.649 0.574 2.017  -0.3135
C 0.393 0.769 0.896  -0.1858
C 1.413 -0.812 1.132  0.0824
N 0.864 -1.208 2.413  -0.4922
N 0.789 -1.749 0.185  0.4889
N -0.541 -0.818 2.460  -0.3505
O 1.404 -1.712 -0.839  -0.2757
O -0.260 -2.296 0.486  -0.4078
Br 3.271 -0.720 1.106  0.2485
H -0.840 0.246 -4.341  0.2407
H 0.906 1.920 -3.705  0.2331
H -2.531 -0.419 -2.763  0.2391
H 1.593 1.963 -1.251  0.2278
H -1.702 -0.425 -0.150  0.1959
H -0.666 1.283 2.892  0.2606
H -1.741 0.782 1.680  0.2690
H 1.170 1.497 1.136  0.2527
H 1.477 -0.852 3.202  0.4236
H -0.843 -0.833 3.420  0.4475
H -0.962 -1.463 1.859  0.4628

Forces on atoms 1 to 2 (eV/Å):
C -1.065 -0.828 1.011
C 3.583 1.218 -3.290

Calculated values
- relative energy (zero: lowest compared OMol25 entry of this formula, charge and spin) (kJ/mol) = 338.3
- SMILES = O=[N+]([O-])[C@]1(Br)N[NH2+]C[C@@H]1c1ccccc1
- net charge = +1

Number 1: HOMO level -0.3410 hartree, frontier orbital gap 10.15 eV. Number 2: HOMO level -0.4382 hartree, frontier orbital gap 4.52 eV. Number 3: HOMO level -0.1820 hartree, frontier orbital gap 4.32 eV. Number 4: HOMO level -0.4603 hartree, frontier orbital gap 8.49 eV.